No. 1
Molecular formula: C33H86Br2N8O8
Method: DFT, ωB97M-V/def2-TZVPD

XYZ file:
```
137
Properties=species:S:1:pos:R:3
C -3.74761 4.24055 2.59207
C -4.47871 4.45594 3.89159
O -4.16687 4.20519 5.00524
N -5.93071 5.13395 3.81186
H -6.57072 4.40896 3.46181
H -6.11355 5.23706 4.83265
C -6.16746 6.44284 3.05500
H -2.65446 4.33468 2.67903
H -4.23309 4.85724 1.82237
H -4.01462 3.24812 2.23715
H -5.76284 7.30531 3.59403
H -7.23693 6.42846 3.03214
H -5.87967 6.37907 1.99698
C -0.04589 -1.62459 5.73292
C -0.33944 -0.18017 5.44602
O -0.76125 0.33173 4.48805
N -0.00608 0.77069 6.70198
H -0.02532 0.16142 7.53058
H 0.97918 1.09333 6.66294
C -0.94787 1.98106 6.79633
H 0.03450 -2.34429 4.94344
H -0.94011 -1.90535 6.31799
H 0.74283 -1.72637 6.46429
H -0.55870 2.58028 7.59942
H -1.95213 1.64975 7.08213
H -0.89214 2.50567 5.84860
C 1.82666 0.00439 1.57747
C 0.66093 -0.55398 0.86959
O 0.11577 -1.59506 0.92365
N 0.24819 0.39809 -0.19018
H 1.14752 0.71531 -0.73331
H -0.45007 0.00779 -0.83109
C -0.17724 1.73246 0.24384
H 2.06148 -0.47970 2.51419
H 1.77285 1.08289 1.55799
H 2.63711 -0.18138 0.86451
H -1.26561 1.72345 0.33931
H 0.06899 2.40410 -0.58719
H 0.24427 2.12009 1.18978
C -4.23391 3.15059 -4.57960
C -2.94284 3.40568 -3.86398
O -2.77163 3.94003 -2.84919
N -1.68435 2.76772 -4.56895
H -1.82575 1.76239 -4.30142
H -1.68829 2.88155 -5.61649
C -0.36419 3.22444 -4.13029
H -4.46761 3.96507 -5.30687
H -5.09837 3.00758 -3.95867
H -4.00536 2.25793 -5.14560
H 0.37891 2.40821 -4.21119
H -0.45790 3.71295 -3.14995
H -0.00309 3.91899 -4.88605
C -0.35410 -3.73476 -3.79623
C 0.81297 -4.10047 -2.83177
C 0.47732 -5.12484 -1.76100
C -0.02544 -6.44070 -2.29829
C 0.53078 -6.74534 -3.69889
C 1.86153 -6.05656 -4.02530
N 1.92953 -4.59063 -3.67897
O 2.77240 -3.93989 -4.08564
C 2.39426 -6.22574 -5.51156
C 3.01521 -6.78310 -3.28961
C 1.31016 -2.82769 -2.20313
H -1.11246 -3.29966 -3.15989
H -0.69822 -4.61965 -4.30276
H -0.07506 -2.91618 -4.45910
H -0.37714 -4.66594 -1.26172
H 1.36129 -5.27245 -1.12518
H -1.12065 -6.44305 -2.34304
H 0.25973 -7.26795 -1.62493
H -0.23411 -6.66669 -4.48565
H 0.71752 -7.82660 -3.73375
H 1.72910 -5.68937 -6.17626
H 2.33385 -7.29021 -5.75622
H 3.40104 -5.80177 -5.54007
H 3.10072 -7.83842 -3.65528
H 2.94630 -6.74104 -2.19662
H 4.00668 -6.33957 -3.48858
H 0.49940 -2.46972 -1.58176
H 1.49502 -2.10391 -3.00432
H 2.21495 -3.01661 -1.63940
C 8.05293 -0.28250 0.29006
C 6.69409 -0.94065 0.05528
C 5.81121 -1.14974 1.27511
O 4.53033 -1.68696 0.72754
C 4.06014 -2.78794 1.53106
N 5.83750 -0.08791 -0.86919
H 5.72973 0.85118 -0.44913
H 6.20646 -0.02663 -1.83578
H 4.90814 -0.51041 -0.90705
H 7.92133 0.68407 0.77443
H 8.53399 -0.17877 -0.69577
H 8.65933 -0.87182 0.98708
H 6.83830 -1.90837 -0.42899
H 5.58758 -0.21750 1.80376
H 6.34383 -1.87562 1.91424
H 3.01163 -2.96536 1.32230
H 4.25448 -2.55843 2.59486
H 4.59764 -3.73525 1.32551
C -1.64474 6.70871 -0.61124
C -0.58934 7.43156 0.10404
C 0.78364 6.86377 -0.23578
O 0.79530 5.51057 0.28456
C 1.95905 4.90533 -0.21962
N -0.40282 8.90719 -0.32129
H 0.33118 9.38461 0.20589
H -0.26604 9.03777 -1.33917
H -1.28397 9.41661 -0.15095
H -1.56539 6.88277 -1.68476
H -2.67682 7.03181 -0.43540
H -1.50732 5.64467 -0.37220
H -0.83095 7.49141 1.15378
H 1.59879 7.46025 0.22296
H 0.80130 6.82893 -1.33753
H 2.03117 3.88470 0.16611
H 2.91065 5.34764 0.10548
H 1.96435 4.74050 -1.30119
C -3.94493 -2.40579 -0.07891
C -3.35805 -3.65325 0.51584
C -2.62701 -3.28212 1.82046
O -2.43100 -4.38435 2.69465
C -1.11831 -5.05214 2.63003
N -4.38358 -4.68918 0.86627
H -4.84763 -5.16306 0.08431
H -3.94922 -5.37388 1.49150
H -5.14333 -4.22932 1.38749
H -4.42555 -2.47994 -1.04804
H -3.18984 -1.62360 -0.15056
H -4.73414 -2.06682 0.62579
H -2.65818 -4.16353 -0.15206
H -3.26518 -2.59185 2.40768
H -1.67842 -2.78649 1.57849
H -0.49957 -4.71654 3.48519
H -0.68312 -4.87194 1.63978
H -1.28209 -6.12180 2.78013
Br 2.83911 1.32677 -1.66362
Br -1.83602 0.18500 -2.64546
```

- Charge: +6
- Gap between HOMO and LUMO: 7.425 eV
- 2S+1: 1
- E_LUMO: -0.45274 hartree



No. 2
Molecular formula: C2H3FIO2S
Method: DFT, ωB97M-V/def2-TZVPD

XYZ file:
```
10
Properties=species:S:1:pos:R:3
C -0.17626 0.24501 -0.26790
C -0.34795 -1.97695 0.14271
O 2.36595 -2.41041 -0.00093
O 0.98033 -3.81163 1.49675
F -0.97492 -1.87167 1.39531
S 1.13794 -3.25070 0.14106
I -1.64757 -2.86956 -1.27507
H 0.41454 0.21780 0.60564
H -1.22527 0.38851 -0.20374
H 0.23910 0.17864 -1.23836
```

- Charge: -1
- Gap between HOMO and LUMO (spin up / spin down): 6.701 / 6.700 eV
- 2S+1: 1
- Energy above the lowest of the compared OMol25 structures with the same formula, charge and spin: 69.2 kcal/mol
- E_LUMO (spin up / spin down): 0.10453 / 0.10453 hartree



No. 3
Molecular formula: C3H8BrNOS
Method: DFT, ωB97M-V/def2-TZVPD

XYZ file:
```
15
Properties=species:S:1:pos:R:3
C -1.16971 -0.59276 -1.20941
C -0.11444 -0.72829 1.04786
C -0.99952 -0.16791 0.17861
N -1.52953 1.07951 0.48058
O 1.92546 1.10922 0.02980
S 2.88041 0.10784 -0.98226
Br 4.50358 -0.21731 0.37801
H -1.11329 0.34353 -1.87818
H -0.35737 -1.19844 -1.54071
H -2.14729 -1.02790 -1.45982
H 0.36299 -1.55507 0.66176
H 0.13570 -0.25345 1.98564
H 1.17214 0.51915 0.28977
H -1.04404 1.33880 1.32592
H -2.50509 1.24307 0.69243
```

- Gap between HOMO and LUMO: 8.963 eV
- 2S+1: 1
- Energy above the lowest of the compared OMol25 structures with the same formula, charge and spin: 15.2 kcal/mol
- E_LUMO: 0.00719 hartree



No. 4
Molecular formula: C38H96N2O22
Method: DFT, ωB97M-V/def2-TZVPD

XYZ file:
```
158
Properties=species:S:1:pos:R:3
C -0.07761 -1.63791 4.03226
O 0.95703 -2.44530 4.51193
C 2.25823 -1.96834 4.49136
C 2.49321 -0.74961 5.38446
O 1.92830 0.37087 4.66199
C 1.62741 1.45000 5.49337
H -0.38941 -0.98518 4.79192
H -0.94544 -2.25670 3.65798
H 0.33073 -1.02755 3.14693
H 2.67500 -1.79802 3.48027
H 2.85111 -2.76934 4.90326
H 3.56026 -0.55504 5.50768
H 1.95560 -0.90177 6.32427
H 0.82110 1.26432 6.19808
H 1.39605 2.30589 4.90153
H 2.46010 1.70071 6.18275
C -6.53169 1.37976 0.02759
O -5.65987 1.32693 -1.06583
C -5.87852 0.27411 -2.03930
C -5.84732 -1.07492 -1.46247
O -4.56579 -1.39776 -0.92388
C -4.49076 -2.76915 -0.62911
H -6.50808 2.38574 0.47001
H -6.42268 0.70752 0.83510
H -7.58867 1.37583 -0.26490
H -5.06522 0.37187 -2.76446
H -6.81466 0.39292 -2.58322
H -6.02621 -1.76096 -2.29172
H -6.66473 -1.26931 -0.75275
H -4.75510 -3.28620 -1.58774
H -5.16087 -2.97727 0.21241
H -3.51571 -3.11195 -0.21364
C 0.96810 -1.56506 -6.39570
O -0.15349 -2.11897 -5.72901
C -0.61409 -1.24625 -4.64566
C -2.00791 -1.66084 -4.27727
O -2.92339 -1.55719 -5.36196
C -4.27984 -1.73878 -4.92334
H 1.65705 -1.11365 -5.75050
H 0.59900 -0.87294 -7.13746
H 1.41234 -2.37883 -6.95563
H -0.57658 -0.16489 -4.99194
H 0.02559 -1.27598 -3.74059
H -2.33895 -1.06829 -3.44188
H -2.06018 -2.69228 -3.89857
H -4.33355 -2.68174 -4.29713
H -4.94327 -1.70661 -5.85555
H -4.57177 -0.85912 -4.30086
C 1.65497 -1.52328 0.32466
O 2.88261 -1.66649 1.04461
C 3.27984 -3.07089 1.00908
C 4.47504 -3.17413 0.03022
O 5.27308 -4.24004 0.62897
C 6.36475 -4.60048 -0.18018
H 1.80310 -1.76948 -0.74334
H 1.47092 -0.41673 0.28888
H 0.90056 -2.13716 0.78273
H 2.48721 -3.77731 0.78065
H 3.76040 -3.37447 1.95745
H 5.04369 -2.20656 0.05948
H 4.17384 -3.41239 -0.98991
H 7.16664 -3.85779 -0.27034
H 6.03465 -4.93656 -1.19709
H 6.89330 -5.40948 0.30885
C 0.87950 -6.63751 -3.23507
O 0.60603 -6.14735 -1.93324
C 0.65569 -4.71737 -1.84709
C -0.31209 -4.36528 -0.76776
O 0.23459 -4.58259 0.50406
C -0.64835 -4.08471 1.48345
H 0.25321 -6.09089 -3.92779
H 0.71529 -7.72205 -3.24282
H 1.96011 -6.51898 -3.51788
H 0.31440 -4.30459 -2.80699
H 1.62753 -4.30317 -1.62038
H -1.14944 -5.03232 -0.97532
H -0.60028 -3.33170 -0.91990
H -0.42034 -4.48782 2.43338
H -1.71278 -4.37136 1.33727
H -0.76074 -3.00201 1.45675
C -4.06397 2.50550 2.17373
O -2.82944 3.06789 2.56870
C -2.97425 4.38566 3.05068
C -1.71554 5.15451 3.23123
O -1.02538 4.58341 4.28281
C 0.03932 5.48129 4.66198
H -4.35086 2.79138 1.15096
H -4.85010 2.76990 2.90400
H -4.02088 1.41784 2.26916
H -3.56597 4.31423 4.07702
H -3.66732 4.95149 2.40042
H -1.93850 6.13234 3.63099
H -1.04528 5.21792 2.33418
H -0.29180 6.44184 5.15110
H 0.54864 5.81491 3.73362
H 0.71705 4.94285 5.24666
C 1.29228 1.74619 -3.31591
O 2.26655 0.92650 -3.84575
C 3.29458 0.49129 -2.99271
C 3.92537 -0.78062 -3.41143
O 3.05457 -1.86712 -3.31926
C 3.41770 -3.08921 -3.98349
H 1.66064 2.78181 -3.24860
H 1.00056 1.37959 -2.24239
H 0.39818 1.53987 -3.90507
H 2.94666 0.33546 -1.94788
H 3.99389 1.32777 -2.85210
H 4.76182 -0.96279 -2.68059
H 4.39842 -0.70374 -4.45893
H 3.69103 -2.88145 -5.02437
H 2.54809 -3.68797 -4.07918
H 4.22115 -3.50765 -3.43851
C -0.86671 5.40879 -2.59173
O 0.25302 5.89283 -1.88588
C 0.24898 5.48946 -0.56559
C 1.59479 5.52424 0.05276
O 1.78385 6.83538 0.51019
C 2.91072 6.99115 1.36352
H -0.56582 5.46260 -3.65666
H -1.72115 5.98904 -2.29537
H -1.05852 4.43916 -2.29670
H -0.12142 4.44462 -0.55176
H -0.47657 6.05704 0.07647
H 2.37953 5.20508 -0.61438
H 1.66653 4.81098 0.90383
H 2.68483 6.37663 2.23833
H 3.06753 8.03559 1.75622
H 3.80165 6.52436 0.91927
C 0.15012 1.89230 2.29249
O 1.26227 2.40523 1.67828
C 2.49809 1.82761 1.94679
C 3.58659 2.51106 1.10170
O 4.92190 2.11919 1.33615
C 5.03085 0.75095 0.88241
H 0.18277 2.10346 3.38199
H 0.01241 0.79422 2.17543
H -0.69136 2.45457 1.86333
H 2.50397 0.78618 1.59797
H 2.80730 1.81788 2.99784
H 3.56317 3.60766 1.24399
H 3.40169 2.25942 0.01503
H 4.54153 0.03214 1.50521
H 6.06886 0.54202 0.74228
H 4.43474 0.70571 -0.01600
C -3.71576 -1.49814 2.99460
N -5.19993 -1.79114 3.05679
O -5.50988 -2.94257 2.83503
O -6.01204 -0.91781 3.18455
H -3.22778 -2.46433 3.04247
H -3.44401 -0.81422 3.78372
H -3.59402 -1.00329 2.08793
C -2.42851 0.76754 -0.77861
N -1.59726 -0.39759 -0.44895
O -0.91566 -0.91463 -1.28894
O -1.80492 -0.82862 0.69135
H -1.97056 1.66026 -0.31977
H -3.42702 0.53311 -0.37331
H -2.41770 0.90422 -1.88378
```

- Gap between HOMO and LUMO: 9.299 eV
- 2S+1: 1
- Energy above the lowest of the compared OMol25 structures with the same formula, charge and spin: 0.0 kcal/mol
- E_LUMO: -0.00441 hartree



No. 5
Molecular formula: ClH2O2PS
Method: DFT, ωB97M-V/def2-TZVPD

XYZ file:
```
7
Properties=species:S:1:pos:R:3
O -1.07648 0.70091 -0.77215
O 0.31805 -1.36653 -1.23864
P 0.24493 0.11920 -0.64624
S 1.79795 0.76740 0.22612
Cl -0.08870 0.24621 2.56405
H -0.67625 1.13251 1.55130
H -0.51950 -1.59971 -1.68442
```

- Gap between HOMO and LUMO: 9.663 eV
- 2S+1: 1
- Energy above the lowest of the compared OMol25 structures with the same formula, charge and spin: 39.9 kcal/mol
- E_LUMO: -0.01170 hartree



What did the second record say?
Molecular formula: C2H3FIO2S
Method: DFT, ωB97M-V/def2-TZVPD

XYZ file:
```
10
Properties=species:S:1:pos:R:3
C -0.17626 0.24501 -0.26790
C -0.34795 -1.97695 0.14271
O 2.36595 -2.41041 -0.00093
O 0.98033 -3.81163 1.49675
F -0.97492 -1.87167 1.39531
S 1.13794 -3.25070 0.14106
I -1.64757 -2.86956 -1.27507
H 0.41454 0.21780 0.60564
H -1.22527 0.38851 -0.20374
H 0.23910 0.17864 -1.23836
```

- Charge: -1
- Gap between HOMO and LUMO (spin up / spin down): 6.701 / 6.700 eV
- 2S+1: 1
- Energy above the lowest of the compared OMol25 structures with the same formula, charge and spin: 69.2 kcal/mol
- E_LUMO (spin up / spin down): 0.10453 / 0.10453 hartree